No. 1
Computed, not measured: a gas-phase ion, C7H9NO3P (charge -1), with ωB97M-V/def2-TZVPD.

XYZ file:
```
21
C7H9NO3P ωB97M-V/def2-TZVPD
C -2.8742 -2.4449 -0.3071
C -2.2844 -1.2581 -0.1414
C -0.9001 -1.3079 0.4208
O -0.3339 -2.3592 0.6982
N -0.3009 -0.1031 0.5404
C -0.5454 1.1544 -0.1692
C 0.7502 2.0211 -0.0700
C 1.7309 1.4851 0.9945
P 1.4478 -0.4001 1.0483
C 2.5671 -0.5361 -0.6605
O 3.7179 -0.3163 -0.4059
O 1.9581 -0.8127 -1.7047
H -3.7861 -2.5098 -0.6984
H -2.3635 -3.2759 -0.1244
H -2.6300 -0.3564 -0.4536
H -1.3525 1.6013 0.3888
H -0.9168 0.8268 -1.1216
H 1.0529 1.8042 -1.1181
H 0.7020 3.1550 0.1760
H 2.6980 1.7040 0.6554
H 1.6628 1.9285 2.0526
```

Computed properties:
HOMO   -3.4 eV
Total charge   -1
E   -893.98343 Eh
Energy relative to the best compared isomer or geometry (same formula, charge and spin)   279.88 kJ/mol
E_LUMO   0.1251 hartree
2S+1   1
Orbital gap   6.813 eV
SMILES string   C=CC(=O)N1CCCP1C(=O)[O-]

Atomic partial charges in e from the natural (NBO) method, atoms 1 to 2: atom 1 (C): -0.307, atom 2 (C): -0.275

***

No. 2
Computed, not measured: 7 unconnected molecules or ions with the total composition C16H49N3O7, with ωB97M-V/def2-TZVPD.

XYZ file:
```
75
C16H49N3O7 ωB97M-V/def2-TZVPD
O 0.3401 0.2961 0.2878
H -0.0143 -0.5819 0.1295
H 1.2278 0.3379 0.6509
H -0.2922 0.8469 0.7552
O -3.4909 5.2141 0.5789
H -3.4348 4.3818 1.0540
H -3.0893 5.1767 -0.2923
H -3.0153 5.9095 1.0391
C 1.4224 6.5129 0.7545
C 0.7345 7.3285 1.9429
O -0.6516 7.4877 2.0941
H 1.0949 5.4751 0.8166
H 2.5077 6.4121 0.7641
H 1.1410 6.9820 -0.1883
H 1.2195 8.2939 1.7987
H 1.2789 7.0469 2.8442
C -5.0041 1.7006 4.3036
C -3.8240 1.0842 3.6304
O -3.0034 1.9289 2.8698
H -4.6615 2.4743 4.9906
H -5.6244 0.9455 4.7866
H -5.6424 2.1047 3.5179
H -4.2908 0.3168 3.0130
H -3.1556 0.5886 4.3345
C -0.3734 -0.0756 -5.5406
C -1.8459 -0.4466 -5.9489
C -1.9083 -1.8463 -6.6462
O -1.5019 -1.6202 -8.0096
C -1.3907 -2.8178 -8.7590
N -2.5940 -0.5282 -4.6812
H 0.0253 -0.9034 -4.9542
H -0.3416 0.8418 -4.9528
H 0.1337 0.0403 -6.4985
H -2.4587 0.2531 -6.5172
H -2.9128 -2.2693 -6.6557
H -1.2538 -2.5480 -6.1293
H -2.4208 -3.1741 -8.7655
H -0.7846 -3.5898 -8.2849
H -1.0952 -2.6653 -9.7971
H -3.5898 -0.4931 -4.8461
H -2.2942 -1.4314 -4.3430
C 3.2379 1.1002 4.4458
C 4.1801 1.6818 3.3611
C 5.6102 1.8447 3.9102
O 6.4993 2.1810 2.7531
C 7.7717 2.6793 2.9934
N 4.3618 0.6491 2.2708
H 3.1627 1.8273 5.2543
H 3.3733 0.0573 4.7321
H 2.1822 1.2288 4.2068
H 3.7576 2.6603 3.1329
H 6.0617 0.9657 4.3701
H 5.5965 2.5316 4.7564
H 7.6107 3.6072 3.5421
H 8.2853 3.0710 2.1153
H 8.3872 1.9443 3.5120
H 4.7426 -0.2342 2.5787
H 5.2158 1.1149 1.9993
C -0.7880 -6.3078 -1.3440
C -1.3923 -4.9618 -0.7716
C -2.2252 -5.1196 0.4937
O -1.6436 -5.8822 1.5035
C -2.3751 -6.0359 2.6959
N -0.2710 -4.1372 -0.5022
H -0.5106 -6.3462 -2.3974
H -1.4900 -7.1322 -1.2184
H 0.0849 -6.6682 -0.7998
H -1.8572 -4.4321 -1.6031
H -3.0939 -5.6533 0.1079
H -2.5490 -4.1592 0.8948
H -3.3770 -6.3738 2.4307
H -2.4106 -5.0983 3.2506
H -1.8197 -6.6179 3.4312
H 0.3162 -4.1520 -1.3238
H 0.2000 -4.8223 0.0714
```

Computed properties:
HOMO   -5.3 eV
E   -1329.37521 Eh
Energy relative to the best compared isomer or geometry (same formula, charge and spin)   1323.49 kJ/mol
E_LUMO   -0.0611 hartree
2S+1   1
Orbital gap   3.670 eV

Atomic partial charges in e from the Löwdin method, atoms 1 to 2: atom 1 (O): 0.372, atom 2 (H): 0.178

***

No. 3
Computed, not measured: 2 unconnected molecules or ions with the total composition C7H7Cl, with ωB97M-V/def2-TZVPD.

XYZ file:
```
15
C7H7Cl ωB97M-V/def2-TZVPD
Cl -2.4399 -0.5153 -0.2202
C -0.7860 -0.5963 -0.1119
C 0.0197 -0.3655 0.9352
C 1.3439 -0.8215 0.5688
C 1.4094 -1.4405 -0.6525
C 0.0383 -1.2373 -1.2329
H -0.1524 0.2331 1.7884
H 2.1755 -0.7198 1.2325
H 2.1733 -2.0605 -1.1783
H 0.0861 -0.5440 -2.1333
H -0.5318 -2.0852 -1.6147
C -0.4221 2.6859 0.2587
C -1.1715 2.2071 1.0523
H 0.0083 3.4334 -0.4363
H -1.7508 1.8264 1.7441
```

Computed properties:
HOMO   -8.2 eV
E   -730.97111 Eh
Energy relative to the best compared isomer or geometry (same formula, charge and spin)   377.16 kJ/mol
E_LUMO   0.0352 hartree
2S+1   1
Orbital gap   9.112 eV
SMILES string   ClC1=CC=CC1.C#C

Atomic partial charges in e from the natural (NBO) method, atoms 1 to 2: atom 1 (Cl): 0.056, atom 2 (C): -0.034

***

No. 4
Computed, not measured: a single CHN5O molecule, with ωB97M-V/def2-TZVPD.

XYZ file:
```
8
CHN5O ωB97M-V/def2-TZVPD
C 1.4991 -0.0779 -0.3183
N 1.0928 -1.1671 0.0454
N 0.0889 -1.9136 0.0744
N -1.0272 -1.1692 -0.0514
N -1.0543 1.2147 0.2754
N -0.9791 0.0561 -0.1679
O -1.3889 2.2991 -0.1075
H 1.7687 0.7578 0.2499
```

Computed properties:
HOMO (alpha / beta)   -7.5 / -10.4 eV
E   -387.34581 Eh
Energy relative to the best compared isomer or geometry (same formula, charge and spin)   579.06 kJ/mol
E_LUMO (alpha / beta)   -0.0232 / -0.0916 hartree
2S+1   3
Orbital gap (alpha / beta)   6.828 / 7.910 eV

Atomic partial charges in e from the natural (NBO) method, atoms 1 to 2: atom 1 (C): 0.096, atom 2 (N): -0.184

***

No. 5
Computed, not measured: a single C17H21ClN2O2 molecule, with ωB97M-V/def2-TZVPD.

XYZ file:
```
43
C17H21ClN2O2 ωB97M-V/def2-TZVPD
C 0.5589 -0.1477 4.3393
C 0.2990 -0.0783 2.7880
C 1.0948 1.1453 2.3013
O 0.7975 -1.2277 2.0831
C -0.1852 -2.0783 1.4921
C 0.5496 -3.3317 1.0405
C -1.3156 -2.3851 2.4987
C -2.0551 -1.0715 2.9738
C -1.2271 0.1050 2.4046
C -1.4311 0.0024 0.8502
C -0.8409 -1.3357 0.3048
N -0.3436 -0.0085 -0.0915
C -0.4804 0.4359 -1.3959
O -1.5802 0.5113 -1.8682
N 0.6197 0.8967 -2.1079
C 0.6407 1.5101 -3.4210
C 1.8822 2.0272 -3.7398
C 2.1834 2.5057 -5.0261
C 1.1764 2.5201 -5.9639
C -0.1249 2.0716 -5.6304
Cl -1.3788 2.0899 -6.8984
C -0.3948 1.5924 -4.3734
H 0.0813 -1.0675 4.7451
H 0.0899 0.7031 4.8731
H 1.5979 -0.1702 4.5954
H 0.4482 1.9825 1.9552
H 1.7486 0.8791 1.4918
H 1.7359 1.5519 3.0748
H -0.1009 -3.9594 0.4206
H 0.8604 -3.8906 1.9049
H 1.4475 -3.0302 0.5056
H -0.9291 -2.9313 3.3422
H -2.0619 -3.0064 2.0099
H -2.0901 -1.0039 4.0757
H -3.0547 -1.1106 2.5983
H -1.6335 1.0670 2.7432
H -2.3965 0.3009 0.4846
H -1.4496 -1.9040 -0.3811
H 1.4594 0.8678 -1.5555
H 2.6868 2.0095 -3.0194
H 3.1830 2.8788 -5.2538
H 1.3566 2.8164 -7.0146
H -1.4236 1.2683 -4.1560
```

Computed properties:
HOMO   -8.7 eV
E   -1380.54556 Eh
Energy relative to the best compared isomer or geometry (same formula, charge and spin)   239.17 kJ/mol
E_LUMO   0.0258 hartree
2S+1   1
Orbital gap   9.420 eV
SMILES string   CC1(C)O[C@@]2(C)CC[C@@H]1[C@@H]1[C@H]2N1C(=O)Nc1cccc(Cl)c1

Atomic partial charges in e from the natural (NBO) method, atoms 1 to 2: atom 1 (C): -0.631, atom 2 (C): 0.281

***

No. 6
Computed, not measured: a molecular structure, AlH8O4, with ωB97M-V/def2-TZVPD.

XYZ file:
```
13
AlH8O4 ωB97M-V/def2-TZVPD
Al -1.3915 0.2416 -1.4630
O 0.2084 -2.8841 2.1865
H -0.1433 -3.1923 3.0217
H 1.0548 -3.3239 2.1056
O -2.6155 1.1827 3.3059
H -2.4078 2.0253 3.7098
H -2.8946 0.6292 4.0353
O 2.7220 1.5037 1.0088
H 3.6129 1.1776 0.8814
H 2.8375 2.3975 1.3314
O -0.4027 0.0532 -6.3255
H -0.8875 -0.3454 -7.0482
H 0.3074 0.5350 -6.7497
```

Computed properties:
HOMO   -21.4 eV
Total charge   +3
E   -546.65891 Eh
Energy relative to the best compared isomer or geometry (same formula, charge and spin)   698.89 kJ/mol
E_LUMO   -0.7263 hartree
2S+1   1
Orbital gap   1.621 eV

Atomic partial charges in e from the natural (NBO) method, atoms 1 to 2: atom 1 (Al): 1.051, atom 2 (O): -0.541